The following is a DFT calculation (ωB97M-V/def2-TZVPD) of C32H39N6O3P2RuS3 as an isolated structure.

Summary:
**HOMO-LUMO gap (spin up / spin down)**: 7.5 / 7.1 eV
**⟨S²⟩**: 0.756
**Total energy**: -3769.304893 a.u.
**2S+1**: 2
**ΔE to the lowest compared entry with this formula, charge and spin**: 0.0 kJ/mol

Atoms and positions in Å:
1 Ru -0.641225 0.007809 0.088047
2 C 1.849488 -3.544483 1.239763
3 C 1.451900 -2.093677 1.093535
4 N 0.273238 -1.813890 0.623464
5 N -0.449897 -2.977623 0.335389
6 C -1.527728 -2.855876 -0.342574
7 S -2.249293 -1.412131 -0.956716
8 S -2.389694 -4.327059 -0.788675
9 C -1.190788 -5.607485 -0.361284
10 C -0.080896 -5.830620 -1.358820
11 C 0.358519 -4.837989 -2.226598
12 C 1.428541 -5.070505 -3.079027
13 C 2.073469 -6.299042 -3.078637
14 C 1.634510 -7.299146 -2.223160
15 C 0.564649 -7.063942 -1.372241
16 C 2.457625 -1.102028 1.468922
17 C 3.358058 -1.418790 2.500923
18 C 4.455488 -0.641567 2.790690
19 C 4.732158 0.455555 1.966153
20 C 3.868611 0.804254 0.958013
21 C 2.649862 0.102422 0.735811
22 O 1.780698 0.588687 -0.079722
23 H 1.655699 -4.076097 0.309888
24 H 1.246795 -4.036326 2.007232
25 H 2.900618 -3.633465 1.489815
26 H -1.770784 -6.521728 -0.229174
27 H -0.774428 -5.332036 0.607825
28 H -0.144177 -3.878306 -2.245382
29 H 1.757077 -4.286939 -3.749882
30 H 2.907916 -6.477681 -3.744136
31 H 2.121047 -8.266162 -2.220776
32 H 0.224569 -7.850753 -0.707841
33 H 3.173611 -2.300117 3.103668
34 H 5.111975 -0.900130 3.609830
35 H 5.629037 1.041500 2.129927
36 H 4.058264 1.668293 0.332510
37 N -0.705054 8.028999 -1.140402
38 C -1.224569 6.745098 -1.215430
39 C -1.932088 6.200764 -0.141685
40 C -2.400089 4.900438 -0.198569
41 C -2.165095 4.124744 -1.325025
42 C -1.488360 4.663970 -2.413092
43 C -1.013960 5.959112 -2.352954
44 S -2.739793 2.457637 -1.388281
45 O -3.366014 2.257802 -2.659915
46 O -3.496136 2.247338 -0.177011
47 N -1.429061 1.508849 -1.246951
48 C -0.637746 1.173339 -2.305758
49 N -0.553723 1.807840 -3.469978
50 C 0.336374 1.317179 -4.325839
51 C 1.168128 0.241705 -4.047642
52 C 1.022826 -0.341693 -2.800162
53 N 0.099925 0.093909 -1.967404
54 H -1.153119 8.647888 -0.485430
55 H -0.498259 8.471504 -2.020356
56 H -2.118034 6.804545 0.738890
57 H -2.965800 4.487851 0.624307
58 H -1.330829 4.054940 -3.294329
59 H -0.478197 6.376020 -3.197604
60 H 0.400636 1.824700 -5.282642
61 H 1.899759 -0.107532 -4.759637
62 H 1.639668 -1.163715 -2.457337
63 C -1.818545 -1.714123 2.941078
64 P -2.088241 -0.234504 1.916188
65 C -3.882327 -0.287337 1.642434
66 C -1.932702 1.142424 3.136583
67 C -1.400122 2.371792 2.400906
68 P 0.079732 1.810107 1.479313
69 C 0.763800 3.290888 0.693148
70 C 1.229054 1.546398 2.875718
71 H -2.449731 -1.677735 3.830691
72 H -0.771381 -1.769969 3.236896
73 H -2.064886 -2.602887 2.364873
74 H -4.375259 -0.249341 2.616123
75 H -4.162341 -1.200423 1.124520
76 H -4.176180 0.567122 1.037636
77 H -1.239996 0.833554 3.922427
78 H -2.898508 1.324499 3.608832
79 H -1.152575 3.190861 3.080793
80 H -2.139033 2.715089 1.679041
81 H 0.718858 4.138315 1.379430
82 H 0.198320 3.528128 -0.206419
83 H 1.795300 3.079761 0.416021
84 H 1.102654 2.369225 3.584122
85 H 2.263892 1.528643 2.543346
86 H 1.024313 0.603356 3.379777

Forces on atoms 1 to 6 (eV/Å):
-0.38 -0.34 -0.07
0.00 -0.01 0.05
-0.03 -0.10 0.16
-0.05 0.17 0.01
0.02 -0.08 0.07
-0.02 -0.01 -0.17

Löwdin atomic charge list, values in e, 5 entries: Ru 0.7796; C -0.0153; C -0.2333; N -0.0867; N -0.0859